{"formula": "C9H16FN4P", "method": "wB97M-V/def2-TZVPD", "homo_lumo_gap_ev": 8.0, "homo_energy_ev": -8.8, "e_lumo_ev": -0.87, "total_energy_ev": -27556.97974, "species": ["C", "C", "P", "C", "C", "C", "N", "N", "C", "C", "C", "C", "F", "N", "N", "H", "H", "H", "H", "H", "H", "H", "H", "H", "H", "H", "H", "H", "H", "H", "H"], "positions_angstrom": [[1.7166, -2.8101, 0.3017], [2.5528, -1.5831, -0.1032], [2.3510, -0.2989, 1.1916], [3.2947, 1.1743, 0.6117], [3.5434, 1.3346, -0.9043], [0.6019, 0.2294, 0.9291], [-0.2436, -0.0332, 1.9261], [-1.4995, 0.3311, 1.7682], [-1.8256, 0.9651, 0.6416], [-3.2648, 1.3695, 0.4737], [-4.1169, 0.2194, -0.0369], [-3.6216, -0.3893, -1.3343], [-5.3946, 0.7341, -0.2550], [-0.9762, 1.2502, -0.3502], [0.2690, 0.8541, -0.2077], [0.7143, -2.5109, 0.6057], [2.1844, -3.3093, 1.1471], [1.6389, -3.5164, -0.5211], [2.2975, -1.2526, -1.1090], [3.6074, -1.8565, -0.0670], [2.7346, 2.0354, 0.9765], [4.2330, 1.1485, 1.1592], [3.0880, 0.5506, -1.4983], [4.6155, 1.3198, -1.1020], [3.1911, 2.3025, -1.2535], [-3.6317, 1.6878, 1.4483], [-3.3243, 2.2122, -0.2111], [-4.2122, -0.5490, 0.7306], [-3.2666, 0.3934, -2.0025], [-2.8113, -1.0896, -1.1422], [-4.4449, -0.9131, -1.8129]]}

=====

{"formula": "C4H6NO2", "method": "wB97M-V/def2-TZVPD", "e_above_lowest_ev": 1.6358, "homo_lumo_gap_ev": 11.1, "homo_energy_ev": -15.1, "total_charge": 1, "e_lumo_ev": -4.01, "total_energy_ev": -9820.96529, "species": ["C", "C", "C", "C", "N", "O", "O", "H", "H", "H", "H", "H", "H"], "positions_angstrom": [[-0.7134, 0.6284, -0.0145], [-0.8006, -0.5680, -0.2149], [2.0487, -0.1331, -0.0312], [-1.0823, -1.9748, 0.0014], [-0.1820, 1.9352, 0.1097], [2.2022, 1.0275, -0.1205], [2.0111, -1.2695, 0.0758], [-0.7176, -2.4121, -0.9766], [-2.1813, -1.9597, 0.1155], [-0.3231, -2.3217, 0.8576], [0.8113, 1.9522, 0.0141], [-0.5862, 2.4764, 0.8694], [-0.4866, 2.6192, -0.6858]]}

=====

{"formula": "C5H5FO", "method": "wB97M-V/def2-TZVPD", "e_above_lowest_ev": 0.7822, "homo_lumo_gap_ev": 9.7, "homo_energy_ev": -8.7, "e_lumo_ev": 0.99, "total_energy_ev": -10029.29423, "species": ["C", "C", "C", "C", "C", "H", "H", "H", "H", "H", "O", "F"], "positions_angstrom": [[1.3987, 0.8863, -0.4978], [0.0940, 0.2809, -0.1697], [-0.7516, -0.3220, -0.9997], [-1.3866, -0.8761, 0.9422], [-0.3967, 0.0497, 1.2059], [1.5775, 1.9140, -0.3016], [2.2964, 0.3545, -0.1878], [1.5021, 0.6558, -1.5869], [-0.7530, -0.5272, -2.0115], [0.0386, 0.3455, 2.0890], [-1.5722, -1.2402, -0.3422], [-2.0471, -1.5212, 1.8602]]}

=====

{"formula": "C2H4N2S3", "method": "wB97M-V/def2-TZVPD", "e_above_lowest_ev": 2.0544, "homo_lumo_gap_ev": 8.9, "homo_energy_ev": -8.6, "e_lumo_ev": 0.27, "total_energy_ev": -37622.36964, "species": ["C", "C", "H", "H", "H", "H", "N", "N", "S", "S", "S"], "positions_angstrom": [[1.2192, 0.9625, -0.0040], [-1.7562, -0.2029, 0.5184], [2.0234, -2.3978, -0.8823], [1.9657, 1.5923, 0.4985], [-1.5197, 0.4855, -1.3284], [-1.4908, 0.1729, 1.5574], [1.1397, -0.3077, -0.2183], [-1.3302, 0.6853, -0.3787], [2.4709, -1.2873, 0.1406], [-0.2910, 1.9185, 0.0810], [-2.4309, -1.6213, 0.0158]]}